Computed, not measured: a 2-piece molecular cluster, C6H9BrFO4S overall, with ωB97M-V with the def2-TZVPD basis set.

Structure (XYZ):
```
22
Properties=species:S:1:pos:R:3:forces:R:3
O 3.492708 -0.828118 0.323725 -4.7 2.7 1.5
C 2.399055 -0.265104 0.607179 4.8 -2.3 -2.4
Br 1.451041 -0.961128 2.194897 0.3 0.9 -1.0
C 1.883263 0.901494 -0.339650 -0.5 0.4 0.1
C 0.368780 0.735869 -0.854428 -0.3 0.9 0.0
C -0.605005 1.479881 0.194525 -1.1 -0.2 -0.7
C -1.568084 0.518425 1.051300 0.0 1.9 0.6
S -2.124752 -1.015953 0.180379 -4.1 -4.4 1.9
O -1.728722 -2.232692 0.966169 0.3 3.6 -2.3
O -3.649035 -1.036539 0.100241 4.0 1.4 -0.8
O -1.517319 -0.953827 -1.376605 -0.2 1.1 2.7
C -0.055605 -0.772061 -1.226882 1.5 0.1 -0.4
H 2.554412 1.065248 -1.266028 -0.7 -1.0 1.8
H 1.984525 1.884066 0.264626 -0.3 -1.6 -0.9
H 0.297558 1.345652 -1.836481 0.2 -0.8 1.6
H -0.050231 2.152928 0.928045 -0.6 -1.0 -1.0
H -1.299879 2.164989 -0.427542 1.1 -1.1 1.0
H -1.122369 0.316409 2.096728 -0.6 -0.4 -2.1
H -2.528749 1.128341 1.260770 1.3 -1.3 -0.5
H 0.303846 -1.587989 -0.489691 0.3 0.3 -0.8
H 0.389759 -1.015361 -2.263351 -0.8 0.3 1.7
F 1.124802 -3.024533 -0.087926 0.0 0.4 -0.1
```
Positions in Å, forces in eV/Å.

Summary:
- DFT total energy: -3606.98310 Eh
- Max |F|: 0.12186 hartree/bohr
- Net charge: -1
- Lowest unoccupied orbital energy: 0.104 hartree
- HOMO energy: -4.33 eV

---

Computed, not measured: C27H24Cl3N2O3Pt as an isolated structure, with ωB97M-V with the def2-TZVPD basis set.

Structure (XYZ):
```
60
Properties=species:S:1:pos:R:3:forces:R:3
Pt 1.053771 0.275582 0.841427 0.1 -0.1 -0.1
N 2.513005 1.472156 4.432330 0.0 0.0 -0.1
C 2.285428 1.168143 3.167450 0.0 -0.1 0.0
O 1.190777 0.625210 2.851912 -0.1 0.1 0.0
C 3.279138 1.449753 2.089515 -0.1 0.0 0.0
C 3.065219 0.426729 0.965721 0.0 0.0 0.1
H 1.794154 1.310579 5.120879 0.0 0.0 0.0
H 3.367656 1.921580 4.711936 0.0 0.0 0.0
H 4.304052 1.487537 2.460914 0.0 0.0 0.0
H 3.005903 2.440640 1.715366 0.1 0.0 0.0
H 3.514549 -0.534291 1.206898 0.0 0.0 0.0
H 3.493648 0.792342 0.033855 -0.1 0.0 0.0
Cl 0.995712 5.205090 -0.443179 0.0 0.0 0.1
C 1.001495 3.816034 -1.459844 0.0 0.0 0.0
C 0.989311 3.988828 -2.850346 0.0 0.0 0.0
C 1.007235 2.913691 -3.693304 0.0 0.0 0.1
Cl 1.006047 3.157653 -5.405071 0.0 0.0 -0.1
C 1.033919 1.600198 -3.171670 0.0 0.0 0.1
C 1.073797 0.432325 -3.959261 0.0 0.0 0.0
C 1.121132 -0.791376 -3.355660 0.0 0.0 0.0
C 1.111333 -0.870813 -1.959849 -0.1 -0.2 0.1
N 1.049645 0.194855 -1.191355 0.2 0.1 0.1
C 1.032009 1.448889 -1.766307 0.0 0.1 0.0
C 1.027032 2.560180 -0.873804 0.0 -0.1 -0.2
O 1.057346 2.353204 0.408823 -0.1 -0.2 0.3
H 0.971695 4.994178 -3.247813 0.0 0.0 0.0
H 1.069070 0.524083 -5.036583 0.0 0.0 0.0
H 1.163069 -1.707343 -3.926602 0.0 0.0 0.0
H 1.134036 -1.831223 -1.462397 0.0 0.1 -0.1
C -2.152387 -0.993837 -0.688333 -0.1 0.0 -0.1
C -2.177776 0.061536 0.371947 -0.1 0.1 -0.2
O -1.141313 0.501002 0.870069 0.0 -0.1 0.3
C -3.465313 0.642353 0.803679 0.0 -0.1 0.0
C -3.460519 1.662821 1.757075 0.0 0.0 0.0
C -4.652718 2.223084 2.174966 0.0 0.0 0.0
C -5.855582 1.770884 1.645737 0.0 0.0 0.0
C -5.869072 0.758933 0.696220 0.0 0.0 0.0
C -4.676915 0.194782 0.275045 0.0 0.0 0.0
H -1.139860 -1.358869 -0.838897 -0.1 0.0 0.0
H -2.538379 -0.573769 -1.619829 0.0 0.0 0.0
H -2.793168 -1.830083 -0.410405 0.0 0.1 -0.1
H -2.515897 2.009041 2.152995 0.0 0.0 0.0
H -4.648891 3.014726 2.911739 0.0 0.0 0.0
H -6.787117 2.212480 1.974441 0.0 0.0 0.0
H -6.806973 0.410924 0.285882 0.0 0.0 0.0
H -4.697648 -0.592771 -0.465695 0.0 0.0 0.0
Cl -1.519336 -3.383268 1.355514 0.0 -0.1 0.1
C -0.070709 -3.678315 0.430785 0.0 0.1 0.1
C -0.059819 -4.776873 -0.416558 0.0 0.0 -0.1
C 1.090543 -5.080140 -1.124640 0.0 0.0 0.0
C 2.225643 -4.292076 -0.964854 0.0 -0.1 -0.1
C 2.197410 -3.208077 -0.108746 0.0 -0.1 0.1
C 1.044755 -2.857875 0.604449 -0.3 -0.2 0.2
C 1.069371 -1.719806 1.556411 0.7 0.7 -0.6
H -0.946092 -5.390001 -0.501696 0.0 0.0 0.0
H 1.107453 -5.941129 -1.778713 0.0 0.0 0.0
H 3.134277 -4.528820 -1.501916 0.0 0.0 0.0
H 3.089597 -2.604382 0.012029 0.0 0.0 0.0
H 2.040269 -1.764927 2.051291 -0.2 0.0 0.3
H 0.264980 -1.711982 2.286030 0.0 -0.2 0.0
```
Positions in Å, forces in eV/Å.

Summary:
- DFT total energy: -2878.25565 Eh
- Energy above the lowest of the compared OMol25 structures with the same formula, charge and spin: 8.79 kJ/mol
- Max |F|: 0.02170 hartree/bohr
- Net charge: +1
- Lowest unoccupied orbital energy: -0.113 hartree
- HOMO energy: -10.30 eV

---

Computed, not measured: C6H12N2 in the gas phase, with ωB97M-V with the def2-TZVPD basis set.

Structure (XYZ):
```
20
Properties=species:S:1:pos:R:3:forces:R:3
C -2.449039 -0.557122 0.185202 -2.4 -1.0 -0.2
N -1.371972 0.089391 -0.562974 0.4 -1.5 0.8
C -0.224013 -0.807928 -0.628093 1.1 0.4 0.7
C 1.304264 -0.922488 -1.039191 -1.0 3.1 0.9
N 1.780596 -0.700093 0.396376 2.7 -0.1 -0.6
C 0.727829 -0.116609 1.208281 -0.6 2.6 0.6
C -0.232637 0.574527 0.224778 0.1 -2.2 -0.9
C 0.312184 1.763219 -0.381017 1.7 3.8 -1.1
H -2.072216 -1.041916 1.173667 -0.8 0.9 -1.5
H -2.945165 -1.424505 -0.468829 1.2 1.8 1.3
H -3.317013 0.226086 0.333491 1.9 -1.5 0.1
H -0.235200 -1.502748 0.256119 -0.7 -0.3 -1.6
H 1.641125 -1.877709 -1.415173 -0.2 -0.1 -0.2
H 1.702315 -0.009619 -1.622550 -0.8 -1.8 0.2
H 2.689606 -0.123197 0.384278 -2.1 -1.2 0.3
H 1.118034 0.671954 1.821971 0.8 0.5 0.4
H 0.188325 -0.693062 1.917298 -0.2 -1.4 0.4
H -0.093261 2.757022 0.107185 1.0 -1.9 -0.5
H 1.473990 1.808692 -0.464665 -1.9 0.0 0.7
H 0.002246 1.886108 -1.426146 -0.1 -0.2 0.1
```
Positions in Å, forces in eV/Å.

Summary:
- DFT total energy: -345.12111 Eh
- Energy above the lowest of the compared OMol25 structures with the same formula, charge and spin: 542.82 kJ/mol
- Max |F|: 0.08436 hartree/bohr
- Lowest unoccupied orbital energy: 0.038 hartree
- HOMO energy: -8.17 eV

---

Computed, not measured: C5H8N2 in the gas phase, with ωB97M-V with the def2-TZVPD basis set.

Structure (XYZ):
```
15
Properties=species:S:1:pos:R:3:forces:R:3
C -0.197486 -1.878849 -1.311044 0.1 -0.1 -0.2
N -0.222049 -0.662333 -0.539511 0.1 0.1 -0.1
C -1.319764 -0.095562 -0.009437 0.5 -0.1 -1.3
C -0.953308 1.004714 0.738813 -1.5 -1.7 1.0
C 0.468586 1.051783 0.745433 -0.1 -0.2 -0.2
N 1.247502 1.968073 1.472121 0.0 0.1 -0.1
C 0.886139 0.044166 -0.091422 0.3 -0.1 0.0
H -1.193584 -2.053324 -1.727421 0.2 0.0 0.1
H 0.512738 -1.783637 -2.135554 -0.1 -0.1 0.0
H 0.083513 -2.741281 -0.693165 0.0 0.2 -0.1
H -2.322052 -0.443677 -0.243783 0.3 -0.2 0.3
H -1.687290 0.808576 1.531081 0.3 2.2 0.8
H 0.716829 2.807020 1.676326 0.1 -0.2 0.0
H 2.102911 2.219993 0.992502 -0.1 0.0 0.1
H 1.877314 -0.245660 -0.404939 0.0 0.0 0.0
```
Positions in Å, forces in eV/Å.

Summary:
- DFT total energy: -304.77985 Eh
- Energy above the lowest of the compared OMol25 structures with the same formula, charge and spin: 146.11 kJ/mol
- Max |F|: 0.04814 hartree/bohr
- Lowest unoccupied orbital energy: 0.036 hartree
- HOMO energy: -7.59 eV

---

Computed, not measured: C16H21NO3S in the gas phase, with ωB97M-V with the def2-TZVPD basis set.

Structure (XYZ):
```
42
Properties=species:S:1:pos:R:3:forces:R:3
O -2.147701 -1.166472 0.443541 -0.4 0.0 0.1
C -1.018495 -1.220178 0.000773 0.3 -0.3 -0.1
C -0.363719 -2.545244 -0.366034 0.4 -0.1 0.5
S 1.416753 -2.662291 0.055288 -0.7 -0.1 -0.8
C 1.404224 -2.691268 1.807299 0.2 0.0 0.0
C 0.242155 -2.583743 2.567681 0.0 0.0 0.0
C 0.302863 -2.632461 3.946333 0.1 0.0 0.1
C 1.515430 -2.788888 4.605111 -0.1 0.0 0.1
C 2.675519 -2.890139 3.868501 0.0 0.0 -0.2
C 2.633640 -2.840422 2.475669 -0.3 0.0 0.2
C 3.856879 -2.933327 1.679620 0.4 0.0 -0.7
O 3.880362 -2.846179 0.469967 0.4 -0.1 0.4
O 4.977943 -3.120369 2.391395 0.3 -0.1 0.5
N -0.239586 -0.148775 -0.220691 0.2 0.3 -0.1
C -0.681265 1.208622 -0.014245 0.0 0.3 -0.1
C -0.745090 2.000466 -1.325523 -0.4 -0.1 0.4
C -1.760494 1.384839 -2.288583 0.4 0.0 -0.2
C -1.828977 2.183006 -3.586863 -0.3 0.0 0.1
C -2.193214 3.636469 -3.301751 0.3 0.0 -0.2
C -1.181818 4.257532 -2.343621 -0.3 0.0 0.1
C -1.114041 3.457588 -1.045817 0.4 0.0 -0.2
H -0.916242 -3.376585 0.069046 -0.1 0.1 0.0
H -0.375316 -2.653806 -1.452311 0.0 0.0 0.0
H -0.717524 -2.452143 2.098706 -0.1 0.0 -0.1
H -0.612073 -2.545243 4.512922 -0.1 0.0 0.1
H 1.548313 -2.827374 5.682792 0.0 0.0 0.1
H 3.632742 -3.007305 4.351459 0.1 0.0 0.1
H 5.735640 -3.172561 1.788357 -0.3 0.0 -0.1
H 0.689466 -0.294595 -0.588830 -0.1 -0.1 0.1
H -1.674090 1.147322 0.437775 0.1 0.1 0.0
H -0.002028 1.705994 0.687376 -0.1 0.0 0.0
H 0.246276 1.973824 -1.794566 0.0 0.0 0.0
H -1.488030 0.349500 -2.504247 -0.1 0.0 0.0
H -2.743184 1.375045 -1.812562 -0.1 0.0 0.1
H -2.568304 1.737486 -4.255235 0.1 0.0 -0.1
H -0.858895 2.144899 -4.088660 0.0 0.0 -0.1
H -2.220385 4.204327 -4.233946 -0.1 0.0 0.0
H -3.188573 3.678529 -2.854155 -0.1 0.0 0.0
H -0.196047 4.268471 -2.814761 0.1 0.1 0.0
H -1.459315 5.290872 -2.125931 0.1 0.0 0.0
H -0.378097 3.903922 -0.372991 0.0 0.0 0.1
H -2.085704 3.490652 -0.548285 -0.1 0.0 0.1
```
Positions in Å, forces in eV/Å.

Summary:
- DFT total energy: -1301.01243 Eh
- Energy above the lowest of the compared OMol25 structures with the same formula, charge and spin: 0.00 kJ/mol
- Max |F|: 0.02153 hartree/bohr
- Lowest unoccupied orbital energy: 0.012 hartree
- HOMO energy: -8.42 eV

---

Computed, not measured: C3H4ClNO as an isolated structure, with ωB97M-V with the def2-TZVPD basis set.

Structure (XYZ):
```
10
Properties=species:S:1:pos:R:3:forces:R:3
C -1.720919 -0.526396 -0.083834 -0.6 -2.0 -1.8
C -0.662021 0.261181 0.294589 -0.9 0.7 -0.5
C 1.922775 0.493989 -0.263021 -0.2 -4.3 2.3
H -1.689891 -1.807512 -0.702023 0.2 4.5 2.6
H -0.724578 1.422494 0.457611 -0.5 -2.4 -0.2
H 0.966221 -1.053074 0.843578 -0.3 -0.4 -0.2
H 1.906965 1.652244 -0.554206 -0.2 -2.6 0.5
N 0.666055 -0.192926 0.426411 1.9 3.3 -2.2
O 2.857552 -0.334556 -0.279719 -2.3 4.0 -0.6
Cl -3.522162 0.084553 -0.139386 2.8 -0.7 0.2
```
Positions in Å, forces in eV/Å.

Summary:
- DFT total energy: -706.77306 Eh
- Energy above the lowest of the compared OMol25 structures with the same formula, charge and spin: 337.72 kJ/mol
- Max |F|: 0.10057 hartree/bohr
- Lowest unoccupied orbital energy: 0.016 hartree
- HOMO energy: -9.01 eV